{"formula": "C2HNO2S", "method": "the ωB97M-V functional and the def2-TZVPD basis", "species": ["C", "C", "N", "O", "O", "S", "H"], "xyz": [[-0.682472, -0.478991, 0.738576], [0.019594, 0.740703, 0.844005], [-0.737556, -0.631323, -0.584163], [1.687895, -0.649349, -0.707567], [0.418854, 1.605124, -1.165335], [0.660489, 0.325037, -0.635678], [-1.366803, -0.911200, 1.510163]], "atomic_forces_ev_per_a": [[-2.722, -0.944, 0.724], [0.010, -0.247, 3.573], [-0.943, 0.099, 1.175], [1.464, 0.687, -0.953], [0.841, 1.136, -3.541], [0.672, -0.637, 0.085], [0.678, -0.094, -1.064]], "mulliken_charge": [0.003, -0.132, -0.275, -0.540, -0.452, 1.060, 0.336], "energy_ev": -18503.3011, "fmax_ev_per_a": 3.812, "homo_energy_ev": [-10.4, -10.4], "e_lumo_ev": [-2.39, -2.39], "total_charge": 0, "relative_energy_kj_mol": 725.3, "spin_multiplicity": 1}